(1)
{
  "formula": "C30H43O20P",
  "method": "wB97M-V/def2-TZVPD",
  "symbols": ["C", "C", "C", "C", "C", "C", "C", "O", "P", "O", "O", "O", "C", "C", "O", "C", "H", "H", "H", "H", "H", "H", "H", "H", "H", "H", "H", "H", "H", "C", "C", "C", "O", "C", "O", "O", "H", "H", "H", "H", "H", "H", "C", "C", "C", "O", "C", "O", "O", "H", "H", "H", "H", "H", "H", "C", "C", "C", "O", "C", "O", "O", "H", "H", "H", "H", "H", "H", "C", "C", "C", "O", "C", "O", "O", "H", "H", "H", "H", "H", "H", "C", "C", "C", "O", "C", "O", "O", "H", "H", "H", "H", "H", "H"],
  "coordinates": [[1.49, 2.74, 3.40], [0.75, 1.65, 2.46], [0.92, 1.86, 0.91], [0.25, 0.86, -0.09], [-0.60, -0.30, 0.51], [-0.80, -0.49, 2.06], [-1.73, -1.68, 2.57], [-2.93, -1.26, 3.29], [-3.79, -0.05, 2.46], [-3.72, -0.22, 0.92], [-3.12, 1.45, 2.98], [-5.44, -0.09, 2.87], [-6.04, 1.23, 2.87], [-5.85, 2.07, 1.51], [-6.04, 1.64, 0.35], [-0.11, 0.48, 3.05], [2.14, 2.15, 4.13], [2.12, 3.43, 2.72], [0.73, 3.42, 3.93], [1.53, 2.73, 0.48], [0.33, 0.96, -1.23], [-1.14, -1.05, -0.17], [-1.10, -2.28, 3.33], [-1.99, -2.41, 1.73], [-2.68, 1.83, 2.18], [-7.18, 1.07, 2.99], [-5.71, 1.87, 3.76], [-5.45, 3.15, 1.61], [-0.22, 0.36, 4.19], [-9.62, -0.80, 7.22], [-9.52, 0.65, 6.82], [-9.42, 0.87, 5.34], [-8.75, 2.12, 5.26], [-7.98, 2.21, 6.38], [-7.13, 3.03, 6.55], [-8.30, 1.23, 7.28], [-8.81, -1.39, 6.79], [-9.54, -0.91, 8.30], [-10.57, -1.23, 6.89], [-10.34, 1.22, 7.26], [-10.40, 0.92, 4.86], [-8.81, 0.11, 4.83], [2.92, -4.65, 6.14], [2.90, -4.14, 4.72], [2.83, -2.65, 4.61], [2.23, -2.47, 3.33], [1.46, -3.57, 3.11], [0.66, -3.68, 2.23], [1.72, -4.54, 4.04], [2.07, -4.26, 6.71], [2.83, -5.74, 6.16], [3.84, -4.36, 6.65], [3.76, -4.54, 4.17], [3.81, -2.17, 4.66], [2.17, -2.19, 5.36], [1.80, -2.10, -3.80], [3.17, -1.57, -3.44], [3.67, -2.03, -2.10], [4.58, -0.99, -1.75], [4.12, 0.14, -2.37], [4.52, 1.24, -2.13], [3.15, -0.16, -3.27], [1.07, -1.88, -3.02], [1.44, -1.63, -4.71], [1.83, -3.18, -3.96], [3.89, -1.81, -4.24], [4.18, -3.00, -2.15], [2.89, -2.08, -1.34], [0.73, 2.50, -7.49], [1.21, 1.07, -7.57], [0.75, 0.35, -8.80], [0.77, -1.01, -8.38], [0.54, -1.00, -7.03], [0.30, -1.97, -6.38], [0.63, 0.27, -6.54], [-0.36, 2.56, -7.60], [0.96, 2.93, -6.51], [1.19, 3.11, -8.27], [2.30, 1.03, -7.45], [1.42, 0.50, -9.65], [-0.27, 0.60, -9.10], [7.36, 0.96, -3.88], [7.34, 1.47, -5.30], [7.26, 2.96, -5.41], [6.66, 3.14, -6.69], [5.89, 2.03, -6.90], [5.08, 1.93, -7.78], [6.15, 1.06, -5.98], [6.51, 1.36, -3.31], [7.27, -0.13, -3.85], [8.29, 1.25, -3.37], [8.19, 1.06, -5.86], [8.25, 3.44, -5.37], [6.61, 3.42, -4.66]],
  "lowdin_charge": [-0.1044, -0.2019, -0.0349, -0.0545, -0.0200, -0.1783, -0.2072, -0.2259, 0.6815, -0.2897, -0.1682, -0.2108, -0.1866, -0.1994, 0.0211, 0.0071, 0.0751, 0.0720, 0.0800, 0.0926, 0.0897, 0.1064, 0.1247, 0.1369, 0.0954, 0.1364, 0.1284, 0.1372, 0.1163, -0.0208, -0.3482, -0.1133, 0.0494, -0.5361, 0.1560, 0.0888, 0.0916, 0.0888, 0.0915, 0.1617, 0.1439, 0.1355, -0.0222, -0.3482, -0.1091, 0.0609, -0.5343, 0.1481, 0.0889, 0.0907, 0.0886, 0.0912, 0.1617, 0.1434, 0.1414, -0.0070, -0.3379, -0.1048, 0.0599, -0.5406, 0.1279, 0.0875, 0.0940, 0.0500, 0.1005, 0.1617, 0.1415, 0.1422, -0.0178, -0.3388, -0.1048, 0.0695, -0.5270, 0.1350, 0.0887, 0.0891, 0.0891, 0.0927, 0.1552, 0.1442, 0.1409, -0.0125, -0.3420, -0.1051, 0.0647, -0.5333, 0.1429, 0.0861, 0.0663, 0.0915, 0.0943, 0.1596, 0.1420, 0.1455],
  "e_homo_ev": -8.2691,
  "smiles": "Cc1cccc(CO[P@](=O)(O)OCC=O)c1.C[C@@H]1COC(=O)O1.C[C@@H]1COC(=O)O1.C[C@@H]1COC(=O)O1.C[C@@H]1COC(=O)O1.C[C@@H]1COC(=O)O1",
  "e_lumo_ev": 0.43
}

(2)
{
  "formula": "C20H38LiN2O13",
  "method": "wB97M-V/def2-TZVPD",
  "symbols": ["C", "C", "N", "C", "C", "C", "C", "C", "O", "C", "H", "H", "H", "H", "H", "H", "H", "H", "H", "H", "H", "H", "H", "H", "H", "H", "H", "H", "H", "H", "Li", "N", "O", "O", "O", "C", "C", "C", "O", "C", "O", "O", "H", "H", "H", "H", "H", "H", "C", "C", "C", "O", "C", "O", "O", "H", "H", "H", "H", "H", "H", "C", "C", "C", "O", "C", "O", "O", "H", "H", "H", "H", "H", "H"],
  "coordinates": [[-91.24, -0.93, -37.21], [-91.26, -1.72, -35.85], [-92.49, -1.76, -35.04], [-92.90, -0.46, -34.45], [-93.63, -2.24, -35.94], [-93.48, -3.72, -36.52], [-92.36, -2.72, -33.86], [-91.33, -2.26, -32.77], [-91.46, -3.16, -31.77], [-90.48, -2.83, -30.82], [-90.18, -0.94, -37.39], [-91.71, 0.21, -37.12], [-91.95, -1.35, -37.92], [-90.43, -1.11, -35.36], [-90.86, -2.85, -36.05], [-93.38, -0.48, -33.39], [-93.55, 0.08, -35.06], [-92.11, 0.23, -34.26], [-93.84, -1.54, -36.80], [-94.53, -2.36, -35.27], [-93.69, -4.61, -35.87], [-92.60, -4.10, -37.10], [-94.13, -3.73, -37.25], [-92.13, -3.83, -34.02], [-93.42, -2.84, -33.63], [-91.46, -1.17, -32.43], [-90.40, -2.16, -33.21], [-90.94, -1.94, -30.48], [-89.31, -2.86, -31.36], [-90.51, -3.65, -30.19], [-92.65, -4.53, -30.67], [-92.36, -6.51, -32.29], [-93.25, -5.79, -32.93], [-92.32, -7.73, -32.60], [-91.60, -5.99, -31.44], [-92.61, -0.39, -26.06], [-91.68, -1.53, -26.40], [-92.08, -2.77, -25.67], [-92.82, -3.54, -26.74], [-92.47, -2.94, -27.94], [-92.72, -3.58, -29.02], [-91.62, -1.90, -27.76], [-92.30, 0.29, -27.06], [-92.52, 0.07, -25.05], [-93.62, -0.46, -26.16], [-90.66, -1.41, -26.10], [-92.75, -2.55, -24.78], [-91.15, -3.22, -25.51], [-95.38, -10.39, -29.73], [-95.15, -9.20, -28.66], [-93.88, -9.38, -27.89], [-93.17, -8.25, -28.25], [-93.90, -7.30, -28.94], [-93.55, -6.13, -29.19], [-95.08, -7.88, -29.33], [-96.36, -10.61, -30.18], [-94.96, -11.24, -29.70], [-94.77, -10.01, -30.44], [-95.99, -9.39, -28.00], [-93.25, -10.24, -28.25], [-94.06, -9.59, -26.81], [-96.77, -4.11, -35.14], [-96.89, -3.52, -33.79], [-97.72, -4.31, -32.78], [-96.85, -4.38, -31.66], [-95.68, -3.89, -31.97], [-94.71, -3.98, -31.26], [-95.62, -3.34, -33.11], [-96.07, -3.51, -35.80], [-97.57, -4.29, -35.56], [-96.41, -5.02, -35.12], [-97.20, -2.50, -33.93], [-98.17, -5.06, -33.10], [-98.48, -3.79, -32.50]],
  "lowdin_charge": [-0.0660, -0.2043, -0.2744, -0.0081, -0.1120, -0.0443, -0.0594, -0.2455, -0.2334, -0.0733, 0.0697, 0.1427, 0.0574, 0.1415, 0.1910, 0.1575, 0.0815, 0.0947, 0.1409, 0.1106, 0.1072, 0.0983, 0.0087, 0.1606, 0.1063, 0.1490, 0.0898, 0.0844, 0.1942, 0.0541, 0.6504, -0.5434, -0.1061, -0.0138, -0.0966, -0.0134, -0.3837, -0.0319, 0.0768, -0.3921, -0.0060, 0.0956, 0.1584, 0.1067, 0.0392, 0.1519, 0.1689, 0.1131, 0.0167, -0.2297, -0.1456, 0.0616, -0.4191, 0.0834, 0.0958, 0.0961, 0.0012, 0.0568, 0.1387, 0.1506, 0.1465, 0.0238, -0.2114, -0.0083, 0.1651, -0.6494, 0.1094, 0.1170, 0.1062, 0.0174, 0.0670, 0.1546, 0.0708, 0.0913],
  "total_charge": 1,
  "e_homo_ev": -10.1991,
  "e_lumo_ev": -2.10
}

(3)
{
  "formula": "C25H24F5IN2O2PtS",
  "method": "wB97M-V/def2-TZVPD",
  "symbols": ["Pt", "I", "C", "C", "C", "C", "C", "N", "H", "H", "H", "H", "F", "C", "C", "F", "C", "F", "C", "S", "C", "F", "C", "F", "C", "C", "C", "C", "C", "C", "C", "C", "C", "C", "O", "O", "H", "H", "H", "H", "H", "H", "H", "H", "H", "H", "H", "C", "C", "C", "C", "N", "H", "H", "H", "H", "H", "H", "H", "H", "H"],
  "coordinates": [[0.11, -1.32, 0.45], [2.32, 0.67, 3.06], [2.82, -0.41, 1.30], [3.94, -0.04, 0.62], [4.45, -0.91, -0.35], [3.89, -2.19, -0.41], [2.79, -2.48, 0.35], [2.14, -1.57, 1.13], [4.42, 0.91, 0.82], [5.29, -0.63, -0.97], [4.32, -2.96, -1.04], [2.37, -3.47, 0.40], [-7.18, -2.40, 0.89], [-5.92, -2.08, 0.48], [-4.89, -1.87, 1.41], [-5.18, -2.02, 2.73], [-3.63, -1.51, 0.99], [-2.69, -1.29, 1.92], [-3.30, -1.34, -0.38], [-1.79, -0.78, -0.93], [-4.37, -1.56, -1.28], [-4.16, -1.42, -2.61], [-5.63, -1.91, -0.87], [-6.63, -2.10, -1.78], [1.94, 7.34, 0.18], [1.57, 5.89, 0.17], [1.93, 5.07, -0.89], [1.54, 3.74, -0.93], [1.90, 2.84, -2.08], [0.76, 3.23, 0.10], [0.42, 4.02, 1.20], [-0.38, 3.42, 2.31], [0.84, 5.34, 1.22], [0.07, 1.87, -0.09], [-0.98, 1.96, -0.74], [0.62, 0.86, 0.40], [2.75, 7.55, -0.52], [2.26, 7.66, 1.17], [1.08, 7.95, -0.11], [2.51, 5.49, -1.71], [2.55, 3.34, -2.80], [1.00, 2.50, -2.58], [2.42, 1.96, -1.71], [0.24, 2.71, 2.86], [-1.22, 2.88, 1.90], [-0.74, 4.18, 3.00], [0.57, 5.97, 2.06], [0.59, -5.34, -0.18], [-0.42, -4.15, -0.30], [-1.83, -4.75, -0.06], [-0.34, -3.63, -1.76], [-0.15, -3.20, 0.71], [0.22, -6.20, -0.73], [0.71, -5.61, 0.87], [1.56, -5.06, -0.58], [-2.05, -5.52, -0.79], [-2.58, -3.96, -0.13], [-1.88, -5.16, 0.95], [-0.11, -4.45, -2.44], [0.44, -2.87, -1.83], [-1.29, -3.17, -2.05]],
  "lowdin_charge": [0.7828, 0.8567, -0.7822, -0.1806, -0.0958, -0.1014, -0.1676, -0.1368, 0.0836, 0.0811, 0.0896, 0.0694, 0.0530, -0.1478, -0.1505, 0.0745, -0.2410, 0.0507, -0.5406, 0.7358, -0.2434, 0.0457, -0.1570, 0.0658, -0.0773, -0.2969, -0.0285, -0.2118, -0.0300, -0.0531, -0.2141, -0.0451, -0.0257, -0.6962, -0.0338, -0.2448, 0.0619, 0.0653, 0.0708, 0.1018, 0.0665, 0.0876, 0.0802, 0.0000, 0.0893, 0.0684, 0.1055, -0.1000, -0.8021, -0.0862, -0.1184, -0.2263, 0.0551, 0.0587, 0.0447, 0.0553, 0.0495, 0.0619, 0.0557, 0.0452, 0.0232],
  "total_charge": -2,
  "e_homo_ev": [0.5939, 0.5918],
  "e_lumo_ev": [4.08, 4.08]
}

(4)
{
  "formula": "C4H8N4",
  "method": "wB97M-V/def2-TZVPD",
  "symbols": ["C", "C", "C", "C", "H", "H", "H", "H", "H", "H", "H", "H", "N", "N", "N", "N"],
  "coordinates": [[0.78, 0.76, 0.66], [-0.55, -0.07, 0.68], [-1.02, -1.13, 1.30], [-1.52, 0.48, -0.19], [3.09, -1.24, -0.37], [1.32, -1.72, 0.83], [0.75, 1.95, 0.25], [-0.40, -1.41, 2.28], [-2.06, -1.59, 1.14], [-2.65, 0.28, 0.15], [-0.56, 2.01, -2.69], [0.24, 0.16, -1.83], [2.41, -1.11, 0.43], [2.04, 0.16, 0.44], [-1.60, 1.29, -1.15], [-0.29, 1.20, -1.92]],
  "lowdin_charge": [-0.1011, -0.3767, -0.0024, -0.3149, 0.1114, 0.1990, 0.1573, 0.1100, 0.1015, 0.1432, 0.1424, 0.1631, -0.0549, -0.1634, -0.0138, -0.1009],
  "e_homo_ev": -8.1576,
  "e_lumo_ev": 0.12
}

| no. | energy (eV) |
| --- | --- |
| 1 | -82044.05531 |
| 2 | -51142.38728 |
| 3 | -69157.69790 |
| 4 | -10229.32548 |